# 1
{
  "formula": "C6H12O",
  "method": "ωB97M-V/def2-TZVPD",
  "elements": ["C", "C", "O", "C", "C", "C", "C", "H", "H", "H", "H", "H", "H", "H", "H", "H", "H", "H", "H"],
  "coordinates": [[2.18, -0.99, -0.47], [1.08, -0.29, 0.30], [1.12, -0.16, 1.51], [-0.10, 0.16, -0.53], [-1.19, 1.00, 0.19], [-2.14, -0.22, 0.18], [-1.11, -1.02, -0.65], [2.96, -0.25, -0.68], [1.83, -1.39, -1.42], [2.63, -1.78, 0.14], [0.25, 0.56, -1.49], [-0.90, 1.36, 1.17], [-1.54, 1.84, -0.42], [-3.11, -0.07, -0.30], [-2.31, -0.64, 1.18], [-1.42, -1.22, -1.68], [-0.78, -1.96, -0.20], [1.25, 2.18, 1.71], [1.28, 2.88, 1.46]],
  "homo_ha": -0.3512,
  "lumo_energy_ev": 1.030,
  "e_tot_ev": -8462.5104,
  "smiles": "CC(=O)C1CCC1.[H][H]",
  "relative_energy_kcal_mol": 42.5
}



# 2
{
  "formula": "C5H8O",
  "method": "ωB97M-V/def2-TZVPD",
  "elements": ["C", "C", "C", "O", "C", "C", "H", "H", "H", "H", "H", "H", "H", "H"],
  "coordinates": [[-0.23, 2.02, 1.32], [-0.83, 0.89, 0.92], [-0.28, 0.07, -0.14], [-1.16, -0.27, -1.20], [1.01, -0.48, -0.09], [1.29, -1.88, -0.51], [0.90, 2.04, 1.05], [-0.68, 2.81, 1.78], [-1.81, 0.50, 1.35], [-0.65, -0.36, -2.06], [1.67, 0.28, 0.39], [0.37, -2.52, -0.55], [1.69, -1.99, -1.58], [2.03, -2.39, 0.15]],
  "homo_ha": -0.2861,
  "lumo_energy_ev": 0.857,
  "e_tot_ev": -7359.1177,
  "smiles": "C=C/C(O)=C/C",
  "relative_energy_kcal_mol": 72.4
}



# 3
{
  "formula": "C12H16Cl3NO3S",
  "method": "ωB97M-V/def2-TZVPD",
  "elements": ["C", "C", "C", "C", "N", "S", "O", "O", "O", "C", "C", "Cl", "Cl", "Cl", "C", "C", "C", "C", "C", "C", "H", "H", "H", "H", "H", "H", "H", "H", "H", "H", "H", "H", "H", "H", "H", "H"],
  "coordinates": [[1.83, 2.11, -1.51], [1.51, 1.95, -0.03], [0.76, 0.64, 0.29], [0.41, 0.61, 1.78], [-0.46, 0.66, -0.52], [-1.81, 1.43, -0.10], [-1.53, 2.65, 0.56], [-2.69, 1.44, -1.22], [-2.48, 0.41, 1.01], [-3.87, 0.30, 1.00], [-4.38, -0.70, -0.07], [-3.03, -1.59, -0.77], [-5.26, 0.12, -1.37], [-5.48, -1.86, 0.69], [1.53, -0.63, -0.02], [0.85, -1.83, -0.14], [1.52, -3.02, -0.39], [2.90, -3.02, -0.49], [3.60, -1.84, -0.34], [2.92, -0.65, -0.10], [2.44, 1.28, -1.87], [2.37, 3.04, -1.68], [0.91, 2.13, -2.09], [0.86, 2.77, 0.28], [2.42, 2.00, 0.57], [1.32, 0.57, 2.38], [-0.16, 1.50, 2.05], [-0.20, -0.27, 2.01], [-0.62, -0.11, -1.14], [-4.33, 1.28, 0.81], [-4.16, -0.06, 1.99], [-0.23, -1.86, -0.04], [0.96, -3.94, -0.48], [3.43, -3.95, -0.68], [4.67, -1.83, -0.41], [3.49, 0.25, 0.03]],
  "homo_ha": -0.3520,
  "lumo_energy_ev": 0.539,
  "e_tot_ev": -68738.3252,
  "smiles": "CC[C@@](C)(NS(=O)(=O)OCC(Cl)(Cl)Cl)c1ccccc1",
  "relative_energy_kcal_mol": 5.6
}



# 4
{
  "formula": "C32H44CaN9O5S2",
  "method": "ωB97M-V/def2-TZVPD",
  "elements": ["Ca", "C", "C", "C", "C", "C", "C", "C", "N", "N", "C", "C", "C", "C", "C", "C", "N", "C", "C", "C", "C", "C", "C", "N", "H", "H", "H", "H", "H", "H", "H", "H", "H", "H", "H", "H", "H", "H", "H", "H", "H", "H", "H", "H", "C", "N", "C", "C", "O", "N", "C", "N", "H", "H", "H", "H", "H", "H", "H", "O", "S", "C", "C", "C", "C", "H", "H", "H", "H", "H", "H", "H", "H", "C", "N", "C", "C", "N", "C", "H", "H", "H", "H", "H", "H", "C", "S", "O", "O", "O", "H", "H", "H"],
  "coordinates": [[-0.39, 0.42, -0.37], [2.34, -1.55, 0.94], [3.15, -1.14, -0.29], [3.44, 0.34, -0.32], [4.73, 0.78, -0.04], [4.99, 2.14, 0.02], [3.94, 3.02, -0.20], [2.70, 2.50, -0.48], [2.43, 1.19, -0.56], [0.87, -1.46, 0.82], [0.30, -1.34, 2.17], [0.57, 0.02, 2.76], [0.79, 0.18, 4.12], [1.00, 1.46, 4.62], [1.00, 2.53, 3.75], [0.78, 2.28, 2.40], [0.57, 1.06, 1.92], [0.32, -2.63, 0.13], [0.41, -2.59, -1.38], [0.41, -3.79, -2.08], [0.45, -3.76, -3.46], [0.50, -2.53, -4.11], [0.48, -1.39, -3.33], [0.44, -1.40, -2.00], [2.64, -0.90, 1.77], [2.59, -2.58, 1.23], [2.67, -1.46, -1.21], [4.11, -1.66, -0.24], [5.51, 0.06, 0.14], [5.99, 2.50, 0.24], [4.08, 4.09, -0.16], [1.85, 3.15, -0.66], [0.70, -2.12, 2.84], [-0.78, -1.50, 2.12], [0.79, -0.68, 4.77], [1.18, 1.60, 5.68], [1.17, 3.54, 4.09], [0.74, 3.09, 1.68], [-0.74, -2.75, 0.41], [0.82, -3.55, 0.47], [0.38, -4.72, -1.54], [0.45, -4.68, -4.03], [0.53, -2.46, -5.18], [0.45, -0.41, -3.80], [-0.97, 3.60, -4.91], [-0.87, 3.65, -3.47], [-1.82, 4.27, -2.58], [-1.32, 3.80, -1.21], [-1.77, 4.17, -0.15], [-0.29, 2.91, -1.41], [-0.06, 2.88, -2.72], [0.94, 2.17, -3.26], [-1.51, 4.48, -5.25], [-1.49, 2.70, -5.24], [0.02, 3.65, -5.36], [-2.84, 3.91, -2.75], [-1.81, 5.36, -2.65], [1.47, 1.57, -2.63], [0.89, 1.88, -4.22], [-2.27, 0.26, 1.65], [-2.45, 1.76, 1.48], [-2.66, 2.49, 3.12], [-4.14, 2.42, 3.44], [-4.83, 2.86, 2.15], [-4.18, 2.05, 1.03], [-2.31, 3.52, 3.04], [-2.00, 1.94, 3.79], [-4.40, 3.05, 4.30], [-4.42, 1.39, 3.68], [-4.65, 3.93, 1.98], [-5.91, 2.71, 2.17], [-4.20, 2.52, 0.05], [-4.58, 1.04, 0.95], [-5.97, -1.52, 0.95], [-4.77, -2.16, 1.43], [-4.56, -2.69, 2.68], [-3.28, -3.16, 2.67], [-2.70, -2.93, 1.44], [-3.62, -2.32, 0.73], [-6.81, -2.22, 0.97], [-5.81, -1.20, -0.07], [-6.22, -0.65, 1.57], [-5.32, -2.69, 3.43], [-2.75, -3.66, 3.46], [-3.51, -1.97, -0.29], [-4.35, 0.66, -3.06], [-2.71, 0.20, -2.56], [-2.68, -1.24, -2.41], [-1.80, 0.74, -3.57], [-2.47, 0.87, -1.26], [-4.40, 0.63, -4.14], [-4.57, 1.66, -2.71], [-5.06, -0.05, -2.64]],
  "homo_ha": -0.3871,
  "charge": 1,
  "lumo_energy_ev": -1.717,
  "e_tot_ev": -97657.2959,
  "relative_energy_kcal_mol": 6.6
}



# 5
{
  "formula": "C2H2FNP2",
  "method": "ωB97M-V/def2-TZVPD",
  "elements": ["H", "P", "N", "P", "F", "C", "C", "H"],
  "coordinates": [[0.93, -3.35, 1.22], [0.70, -2.35, 0.01], [-0.15, -1.29, 0.65], [-1.31, 0.05, -0.59], [-2.14, 0.52, 0.72], [-0.20, 1.38, -0.71], [0.71, 2.12, -0.54], [1.45, 2.92, -0.75]],
  "homo_ha": -0.3149,
  "lumo_energy_ev": -0.521,
  "e_tot_ev": -24887.6202,
  "smiles": "[H]/P=N/P(F)C#C",
  "relative_energy_kcal_mol": 30.4
}



# 6
{
  "formula": "C4H7NOS",
  "method": "ωB97M-V/def2-TZVPD",
  "elements": ["N", "C", "C", "C", "S", "C", "O", "H", "H", "H", "H", "H", "H", "H"],
  "coordinates": [[0.54, 0.82, 1.28], [1.17, 0.97, -0.03], [0.92, 0.11, -1.14], [-0.42, -0.62, -1.26], [-1.06, -0.65, -2.80], [-1.17, -1.08, -0.02], [-0.46, -1.52, 1.11], [0.84, 1.56, 1.95], [-0.51, 1.16, 1.35], [1.99, 1.78, -0.08], [1.76, 0.17, -1.93], [-1.70, -0.03, 0.09], [-1.86, -1.93, -0.29], [-0.02, -0.74, 1.76]],
  "homo_ha": -0.3088,
  "lumo_energy_ev": -0.449,
  "e_tot_ev": -18631.0711,
  "smiles": "N/C=C\\C(=S)CO",
  "relative_energy_kcal_mol": 80.2
}



# 7
{
  "formula": "C4H9N2",
  "method": "ωB97M-V/def2-TZVPD",
  "elements": ["C", "C", "C", "C", "N", "N", "H", "H", "H", "H", "H", "H", "H", "H", "H"],
  "coordinates": [[-0.92, 0.17, -0.13], [0.98, -0.31, 0.16], [0.23, -0.87, -2.16], [-0.14, 0.75, 2.26], [-0.06, -0.57, -0.84], [-0.07, 0.32, 0.89], [-1.91, 0.65, -0.24], [1.41, -1.10, 0.74], [1.87, 0.31, -0.24], [1.39, -0.78, -2.26], [-0.15, -1.86, -2.41], [-0.22, -0.21, -2.95], [-0.11, 1.84, 2.54], [0.81, 0.43, 2.66], [-0.87, 0.26, 2.77]],
  "homo_ha": -0.5331,
  "charge": 1,
  "lumo_energy_ev": -4.135,
  "e_tot_ev": -7265.2943,
  "relative_energy_kcal_mol": 65.7
}